A 2-piece molecular cluster, C4H5NOS overall, computed with ωB97M-V with the def2-TZVPD basis set.

Cartesian coordinates (Å):
C: 1.91 -1.07 0.13
C: 2.92 0.78 -0.49
C: 1.01 -0.10 -0.29
C: -3.40 0.21 0.34
N: 1.68 0.99 -0.63
O: 3.10 -0.47 0.06
S: -2.08 -1.07 0.12
H: 1.94 -2.01 0.73
H: 3.68 1.42 -0.86
H: -4.03 0.18 1.18
H: -4.01 0.01 -0.51
H: -2.72 1.13 0.20

Relative energy (zero: lowest compared OMol25 entry of this formula, charge and spin), eV: 6.483
LUMO energy (spin up / spin down), eV: -2.813 / -2.812
Gap between HOMO and LUMO (spin up / spin down), eV: 5.77 / 5.70
HOMO energy (spin up / spin down), eV: -8.58 / -8.51
Spin multiplicity: 1
Electronic energy, eV: -18595.43593

C4H5NOS as an isolated structure, computed with ωB97M-V with the def2-TZVPD basis set.

Cartesian coordinates (Å):
C: 0.80 1.10 -1.36
C: 1.16 -0.14 -1.69
C: -0.48 0.19 0.13
C: -1.51 -0.10 1.76
N: -0.13 1.27 -0.44
O: 1.27 -2.01 0.46
S: 0.39 -1.36 -0.54
H: 1.38 1.93 -1.76
H: 2.03 -0.49 -2.35
H: -1.99 -1.05 1.46
H: -2.15 0.70 1.80
H: -0.79 -0.04 2.53

Relative energy (zero: lowest compared OMol25 entry of this formula, charge and spin), eV: 4.438
LUMO energy, eV: -0.709
Gap between HOMO and LUMO, eV: 8.34
HOMO energy, eV: -9.05
Spin multiplicity: 1
Electronic energy, eV: -18597.48137

One molecule with the formula C4H5NOS, computed with ωB97M-V with the def2-TZVPD basis set.

Cartesian coordinates (Å):
C: 0.67 0.32 -0.87
C: -0.55 0.96 -0.49
C: 1.25 -0.56 -0.14
C: -1.00 0.70 0.91
N: 2.08 -1.17 0.51
O: -0.95 -1.64 -0.22
S: -1.81 -0.45 -0.15
H: 1.07 0.48 -1.84
H: -0.86 1.70 -1.14
H: -0.18 0.29 1.42
H: -1.59 1.54 1.42
H: 1.85 -2.19 0.59

Relative energy (zero: lowest compared OMol25 entry of this formula, charge and spin), eV: 3.410
LUMO energy, eV: 0.765
Gap between HOMO and LUMO, eV: 9.16
HOMO energy, eV: -8.40
Spin multiplicity: 1
Electronic energy, eV: -18598.50907